Here is a 13-piece molecular cluster, C75H183N13O17 overall in a non-equilibrium geometry from OMol25. Energies are from ωB97M-V/def2-TZVPD.

Last column: Mulliken charge in e.
Geometry (Å):
C 3.504 -30.039 11.389  -1.35
C 3.266 -28.562 10.969  0.33
C 4.012 -28.162 9.637  -0.68
O 3.805 -29.076 8.494  -0.44
C 4.906 -30.009 8.375  -0.37
N 1.838 -28.456 10.704  -0.69
H 4.556 -30.294 11.520  0.33
H 3.111 -30.732 10.645  0.28
H 3.076 -30.254 12.368  0.35
H 3.653 -27.861 11.709  0.39
H 5.055 -28.104 9.945  0.32
H 3.766 -27.218 9.151  0.39
H 5.305 -30.524 9.249  0.24
H 5.661 -29.643 7.679  0.09
H 4.456 -30.757 7.723  0.26
H 1.680 -29.023 9.883  0.29
H 1.505 -27.506 10.627  0.25
C 10.928 -26.870 2.097  -0.28
C 11.177 -26.304 0.722  0.20
C 11.858 -27.242 -0.274  -0.95
O 11.114 -28.408 -0.469  0.28
C 11.752 -29.324 -1.302  -1.30
N 9.888 -25.933 0.185  -0.59
H 10.442 -26.144 2.749  0.46
H 11.888 -27.239 2.459  0.30
H 10.193 -27.674 2.063  -0.87
H 11.852 -25.456 0.836  0.54
H 12.862 -27.424 0.110  0.41
H 12.167 -26.692 -1.163  0.37
H 12.067 -28.873 -2.243  0.61
H 11.218 -30.240 -1.556  -0.05
H 12.713 -29.666 -0.919  0.51
H 9.708 -26.810 -0.282  -0.07
H 10.054 -25.382 -0.645  0.38
C 14.003 -30.821 1.804  -0.83
C 14.689 -32.140 1.525  1.22
C 16.194 -32.013 1.916  -1.32
O 16.339 -31.711 3.276  -0.38
C 17.700 -31.702 3.792  -1.07
N 14.063 -33.146 2.317  1.94
H 12.958 -30.850 1.496  -0.12
H 14.421 -29.913 1.369  0.54
H 14.063 -30.614 2.872  -0.54
H 14.572 -32.309 0.455  0.04
H 16.724 -31.244 1.355  0.59
H 16.679 -32.947 1.631  0.48
H 18.398 -31.152 3.161  0.38
H 18.165 -32.680 3.912  0.32
H 17.618 -31.254 4.782  0.23
H 14.629 -33.979 2.245  -0.43
H 14.094 -32.873 3.289  -1.32
C 4.459 -29.780 2.293  -1.38
C 3.413 -30.521 1.366  0.23
C 3.223 -29.738 0.027  0.13
O 2.421 -30.411 -0.919  -0.36
C 1.043 -30.544 -0.585  -0.78
N 3.788 -31.895 1.219  -0.10
H 4.163 -28.740 2.426  0.76
H 5.483 -29.673 1.935  -0.20
H 4.605 -30.258 3.262  0.30
H 2.461 -30.575 1.894  0.27
H 4.166 -29.659 -0.513  -0.49
H 2.840 -28.738 0.228  0.43
H 1.012 -31.227 0.264  0.30
H 0.569 -31.055 -1.423  0.29
H 0.559 -29.632 -0.235  0.30
H 3.209 -32.214 0.456  0.43
H 4.766 -31.943 0.971  -0.04
C 13.649 -33.698 6.414  -1.00
C 14.947 -33.137 6.134  2.33
C 15.859 -34.238 5.573  -1.09
O 15.964 -35.428 6.337  -0.35
C 16.812 -35.326 7.432  -0.59
N 14.564 -32.059 5.211  1.23
H 13.727 -34.342 7.290  0.60
H 13.253 -34.233 5.551  -0.29
H 12.911 -32.967 6.743  0.36
H 15.362 -32.672 7.028  -1.19
H 16.853 -33.814 5.429  0.64
H 15.641 -34.472 4.531  -0.07
H 17.802 -35.757 7.282  0.35
H 16.318 -35.925 8.198  0.32
H 17.013 -34.351 7.875  0.14
H 14.704 -31.249 5.799  -0.12
H 15.242 -31.963 4.469  -0.28
C 8.196 -36.946 5.987  -1.66
C 8.705 -35.555 6.224  2.63
C 8.242 -34.852 7.538  -0.93
O 6.866 -34.651 7.627  -0.50
C 6.316 -33.695 6.706  0.29
N 10.161 -35.667 6.217  -0.33
H 8.688 -37.318 5.089  0.36
H 7.132 -36.760 5.837  0.26
H 8.297 -37.530 6.902  0.47
H 8.410 -34.905 5.401  -1.48
H 8.800 -33.929 7.697  0.33
H 8.535 -35.521 8.348  0.46
H 6.175 -34.126 5.715  -0.38
H 6.673 -32.666 6.649  -0.04
H 5.294 -33.746 7.082  0.42
H 10.381 -36.311 6.964  0.33
H 10.651 -34.872 6.602  -0.09
C 3.381 -36.940 3.323  -1.98
C 4.354 -36.506 2.216  1.92
C 5.743 -36.418 3.008  -1.79
C 7.011 -36.444 2.123  3.30
C 6.951 -37.726 1.288  -1.65
C 5.655 -37.854 0.341  1.65
N 4.472 -37.604 1.181  0.30
O 3.336 -37.723 0.394  -0.48
C 5.852 -36.758 -0.800  -1.31
C 5.627 -39.253 -0.310  -2.04
C 4.046 -35.103 1.619  -1.61
H 3.748 -37.922 3.624  0.51
H 2.333 -36.872 3.031  0.42
H 3.418 -36.247 4.164  0.27
H 5.847 -35.553 3.664  -0.01
H 5.945 -37.293 3.625  0.80
H 7.836 -36.498 2.834  -1.39
H 7.132 -35.496 1.599  -1.05
H 6.965 -38.542 2.010  0.56
H 7.818 -37.989 0.682  0.32
H 6.062 -35.728 -0.510  -0.09
H 6.606 -37.022 -1.542  0.40
H 4.948 -36.698 -1.406  0.46
H 4.741 -39.451 -0.912  0.46
H 6.354 -39.349 -1.117  0.35
H 5.529 -40.074 0.401  0.44
H 4.906 -34.755 1.047  -0.03
H 3.753 -34.321 2.319  0.44
H 3.193 -35.178 0.944  0.52
H 3.008 -38.565 0.718  0.37
C 10.733 -31.478 -4.661  -1.51
C 10.890 -32.860 -3.876  1.51
C 12.257 -32.765 -3.059  -1.55
C 12.369 -33.680 -1.887  0.32
C 11.049 -33.732 -1.034  -0.74
C 9.772 -34.107 -1.900  1.29
N 9.735 -33.058 -3.014  1.54
O 8.590 -33.044 -3.763  -0.52
C 9.771 -35.572 -2.344  -1.38
C 8.583 -33.802 -0.978  -0.99
C 10.995 -34.032 -4.866  -1.92
H 10.043 -31.487 -5.504  0.38
H 11.716 -31.152 -5.003  0.41
H 10.259 -30.695 -4.068  -0.02
H 13.126 -33.059 -3.647  0.38
H 12.438 -31.778 -2.632  0.36
H 13.102 -33.382 -1.137  -0.52
H 12.591 -34.678 -2.263  0.41
H 10.760 -32.728 -0.726  0.25
H 11.074 -34.434 -0.201  -0.03
H 10.784 -35.974 -2.356  0.29
H 9.392 -36.271 -1.599  0.18
H 9.252 -35.782 -3.279  0.16
H 8.623 -34.421 -0.082  0.06
H 8.497 -32.745 -0.726  -0.68
H 7.645 -33.977 -1.505  0.86
H 10.020 -34.202 -5.324  0.32
H 11.394 -34.963 -4.462  0.31
H 11.762 -33.811 -5.608  0.49
H 8.627 -33.924 -4.145  0.23
C 8.264 -30.858 2.072  -0.39
C 8.225 -31.948 3.177  3.80
C 9.488 -32.921 3.047  1.04
C 10.858 -32.342 3.515  1.12
C 10.652 -31.857 4.955  -1.17
C 9.502 -30.856 5.168  3.71
N 8.229 -31.306 4.548  1.02
O 7.203 -30.448 4.694  0.18
C 9.296 -30.699 6.683  -1.64
C 9.868 -29.485 4.536  -0.06
C 6.944 -32.767 2.898  -0.69
H 8.088 -31.361 1.121  0.26
H 9.258 -30.418 1.998  -0.37
H 7.485 -30.103 2.178  -0.92
H 9.213 -33.864 3.519  -0.70
H 9.765 -33.031 1.998  -0.82
H 11.228 -31.524 2.897  -1.23
H 11.675 -33.063 3.472  -0.12
H 11.512 -31.393 5.437  -0.05
H 10.376 -32.723 5.557  -0.66
H 8.500 -29.998 6.934  0.00
H 8.956 -31.655 7.080  -0.16
H 10.224 -30.484 7.215  0.37
H 9.020 -28.840 4.307  -0.99
H 10.426 -28.885 5.255  -0.04
H 10.576 -29.467 3.707  -0.36
H 6.086 -32.097 2.850  -0.52
H 6.840 -33.394 3.783  -0.57
H 7.058 -33.334 1.974  -0.15
H 7.473 -29.725 4.124  -0.29
C 3.855 -28.158 -3.373  -0.35
O 4.441 -27.025 -3.916  -0.40
C 5.229 -27.195 -5.127  -0.80
C 6.369 -28.239 -5.017  -0.51
N 7.202 -27.945 -3.899  -0.25
C 7.962 -29.088 -3.382  -1.11
C 7.179 -30.071 -2.545  0.76
O 6.534 -29.531 -1.361  -0.06
C 7.461 -28.838 -0.592  -0.78
H 4.537 -28.907 -2.971  0.07
H 3.220 -28.687 -4.084  0.39
H 3.275 -27.752 -2.544  0.18
H 5.737 -26.244 -5.286  0.31
H 4.474 -27.425 -5.879  0.45
H 6.999 -28.085 -5.893  0.43
H 6.015 -29.269 -5.069  0.26
H 6.653 -27.552 -3.148  0.38
H 8.739 -28.690 -2.729  -0.07
H 8.406 -29.615 -4.226  0.62
H 7.950 -30.766 -2.211  -0.82
H 6.440 -30.609 -3.138  0.60
H 7.066 -28.516 0.372  -0.25
H 7.784 -27.923 -1.087  0.58
H 8.461 -29.266 -0.518  0.29
C 6.887 -26.671 2.478  -0.38
O 7.322 -27.251 3.748  0.20
C 6.541 -26.850 4.890  -1.50
C 7.267 -27.119 6.192  0.70
N 8.340 -26.130 6.381  -0.47
C 9.305 -26.485 7.417  -0.11
C 10.611 -25.743 7.152  -1.04
O 11.108 -26.144 5.910  0.20
C 12.319 -25.494 5.574  -0.96
H 5.903 -27.058 2.214  0.22
H 7.628 -26.970 1.737  -0.35
H 6.879 -25.585 2.562  0.44
H 5.617 -27.424 4.963  0.48
H 6.185 -25.820 4.867  0.61
H 7.694 -28.122 6.188  -0.75
H 6.524 -26.940 6.969  0.48
H 8.860 -26.182 5.517  0.28
H 9.611 -27.532 7.419  -0.18
H 8.851 -26.405 8.405  0.53
H 11.337 -25.963 7.934  0.54
H 10.411 -24.675 7.064  0.40
H 12.796 -26.029 4.752  0.14
H 12.983 -25.480 6.438  0.36
H 12.191 -24.426 5.396  0.34
C 19.720 -30.100 10.442  -0.76
O 18.772 -31.002 9.803  -0.33
C 17.582 -31.145 10.555  -0.78
C 16.357 -31.625 9.682  -0.31
N 15.555 -30.481 9.187  -0.41
C 16.236 -29.381 8.471  -0.22
C 15.251 -28.627 7.707  -0.96
O 14.580 -29.434 6.757  -0.37
C 13.454 -28.830 6.111  -0.40
H 19.846 -30.366 11.492  0.31
H 19.312 -29.090 10.390  0.29
H 20.634 -29.971 9.862  0.27
H 17.284 -30.177 10.958  0.38
H 17.810 -31.843 11.360  0.53
H 15.772 -32.186 10.410  0.36
H 16.659 -32.350 8.926  -0.06
H 14.921 -30.823 8.479  0.15
H 17.018 -29.793 7.833  0.29
H 16.621 -28.657 9.189  0.34
H 15.774 -27.837 7.169  0.34
H 14.463 -28.138 8.279  0.41
H 12.713 -28.415 6.793  0.35
H 12.936 -29.482 5.408  -0.39
H 13.902 -28.034 5.517  0.33
C 10.697 -36.323 2.247  0.29
O 12.023 -36.720 2.184  -0.62
C 12.789 -36.234 3.236  0.98
C 14.214 -36.772 3.119  -2.05
N 15.159 -36.129 2.213  -0.09
C 14.674 -36.049 0.824  -0.27
C 15.901 -35.481 -0.125  -0.57
O 17.244 -36.036 0.037  -0.45
C 17.431 -37.456 -0.256  -0.70
H 10.171 -36.795 1.417  0.16
H 10.642 -35.242 2.119  -0.37
H 10.176 -36.709 3.124  0.38
H 12.387 -36.686 4.143  0.55
H 12.630 -35.163 3.358  -0.57
H 14.196 -37.829 2.850  0.54
H 14.725 -36.729 4.081  0.54
H 15.921 -36.792 2.181  0.37
H 13.832 -35.367 0.702  -0.10
H 14.334 -36.998 0.412  0.67
H 16.039 -34.403 -0.040  0.03
H 15.533 -35.718 -1.124  0.58
H 17.038 -37.606 -1.262  0.30
H 17.028 -38.074 0.547  0.25
H 18.516 -37.566 -0.243  0.26

Values from the calculation:
E_LUMO, eV: 0.5
Multiplicity: 1
HOMO-LUMO gap, hartree: 0.3063
ΔE to the lowest compared entry with this formula, charge and spin, kJ/mol: 162.8
HOMO energy, eV: -7.872